(1)
The following is a quantum chemistry calculation of a molecular structure, C36H54CdN5O4P2, from the Open Molecules 2025 dataset.

The geometry in ORCA input format:
```
! wB97M-V def2-TZVPD RIJCOSX def2/J DEFGRID3
* xyz -1 1
Cd 0.1570 -0.2135 -0.3534
P 1.5285 1.5723 1.2268
P -1.5189 -2.0871 0.7090
O 0.1717 4.0001 -2.0627
O 0.0266 1.9532 -1.1886
O 3.1715 1.1945 -2.8023
O 1.9753 -2.6691 0.0422
N -1.4026 0.6467 1.2488
N 2.1635 -1.2980 -0.3756
N 2.9833 1.2354 -1.4385
N -0.2856 -0.7665 -2.6012
N -2.4224 1.6471 -2.4761
C -1.7767 -3.8357 0.1222
C -1.1540 1.7490 2.0324
C -1.4837 -1.0946 -3.0794
C -2.8978 -2.5026 3.1889
C 2.4558 0.7828 2.6376
C -0.6904 3.9549 3.7676
C -0.4963 -3.2206 3.0942
C -0.6966 -1.1022 -5.3406
C 3.4561 -0.8813 -0.2817
C -1.9229 3.3145 3.7556
C -1.3744 2.4921 -3.0524
C 3.8896 0.3470 -0.6992
C -2.1411 2.2413 2.9202
C 0.3124 3.4528 2.9574
C 2.9971 2.6441 -0.9482
C 3.0258 1.7075 3.7061
C -0.3019 2.8611 -2.0197
C -5.1270 -0.3663 -0.4096
C 4.5069 -1.7925 0.3168
C 0.1307 2.3674 2.0982
C -1.5301 -2.2239 2.5704
C -4.1490 -1.3206 -0.1760
C -4.8718 0.9531 -0.0474
C -3.6717 1.3137 0.5285
C -1.7289 -1.2840 -4.4271
C 0.7140 -0.5758 -3.4691
C 1.5633 -0.2858 3.2631
C 2.6767 4.2638 0.8838
C 2.8103 2.7768 0.5710
C 5.3269 0.7647 -0.7761
C -2.9323 -0.9884 0.4125
C -3.1611 -4.4890 0.1235
C -1.0927 -4.0431 -1.2318
C -2.6539 0.3640 0.7759
C 0.5426 -0.7327 -4.8344
C -0.9084 -1.2913 -6.8162
H 0.7195 0.1715 3.7878
H 3.6789 2.4702 3.2775
H 2.0305 0.9578 -1.1957
H -0.8794 1.9378 -3.8583
H -2.7289 2.0159 -1.5844
H -0.0825 -3.6320 -1.2343
H -3.0990 1.7394 2.9499
H 1.7070 -2.6053 0.9675
H -1.0365 -5.1116 -1.4596
H -2.2832 -1.1899 -2.3547
H 5.1506 -2.1876 -0.4727
H 4.0595 -2.6348 0.8322
H -1.1675 -4.3632 0.8638
H -0.5037 4.8046 4.4115
H -4.3472 -2.3438 -0.4537
H -1.6597 -3.5658 -2.0337
H 1.2829 3.9210 3.0044
H 1.6795 -0.2412 -3.0893
H 2.2098 3.1595 -1.4936
H 5.1409 -1.2388 1.0103
H 5.4510 1.4200 -1.6401
H 3.6131 1.1359 4.4317
H -1.9671 -1.3843 -7.0566
H -0.2690 -3.0136 4.1420
H 2.1208 -0.8978 3.9780
H -3.4811 2.3529 0.7625
H 1.7016 4.6428 0.5767
H 3.9600 3.0672 -1.2373
H -0.4011 -2.1940 -7.1625
H -1.7389 3.4351 -3.4705
H -2.8384 -2.4219 4.2781
H -3.2325 1.6145 -3.0834
H -3.2389 -3.5134 2.9548
H 3.2743 0.2846 2.1059
H -6.0696 -0.6459 -0.8622
H -3.7551 -4.2420 1.0019
H 1.1475 -0.9409 2.4931
H 3.7267 2.3911 1.0299
H -3.0448 -5.5759 0.0856
H 1.3833 -0.5426 -5.4897
H -1.2239 -1.2150 2.8568
H -3.6482 -1.7950 2.8365
H 0.4419 -3.1834 2.5385
H -3.7265 -4.2044 -0.7639
H 2.8338 4.4782 1.9406
H -2.7251 -1.5500 -4.7592
H -0.4977 -0.4502 -7.3755
H -2.7200 3.6469 4.4116
H 5.6896 1.2953 0.1160
H -0.8705 -4.2457 3.0361
H 5.9915 -0.0847 -0.9399
H -5.6170 1.7183 -0.2349
H 2.2251 2.2062 4.2547
H 3.4402 4.8124 0.3245
*
```

Computed properties:
* lowest unoccupied orbital energy: 2.47 eV
* orbital gap: 6.26 eV
* HOMO: -0.13912 Ha
* energy above the lowest of the compared OMol25 structures with the same formula, charge and spin: 75.1 kJ/mol


(2)
The following is a quantum chemistry calculation of a molecular structure, C36H54GaNP2, from the Open Molecules 2025 dataset.

The geometry in ORCA input format:
```
! wB97M-V def2-TZVPD RIJCOSX def2/J DEFGRID3
* xyz 2 1
Ga 0.2046 0.1731 -0.2225
P 0.8697 2.4662 0.2302
P 0.4891 -2.2200 -0.2601
N 1.7221 0.1385 -1.3781
C -1.7098 0.6824 3.4309
C 2.5764 -2.0160 -4.2843
C 3.3497 3.3851 -0.6807
C -3.3796 -0.7152 -0.2935
C 1.4658 -2.5449 1.2591
C 3.9711 0.9795 -1.9022
C 1.4661 -2.2214 -1.7601
C -0.2372 3.6092 -0.6762
C -3.8526 -2.9493 0.8034
C 4.5839 3.2277 -1.2799
C -3.0197 0.6423 -0.1608
C 1.8864 -0.9718 -2.2282
C -4.1435 -1.1292 -1.5271
C 2.6353 -3.4859 0.9617
C 2.4026 -0.8762 -3.5185
C 2.6945 1.1483 -1.3611
C 4.8949 2.0093 -1.8644
C 0.4033 3.7319 2.7986
C -2.1962 0.2006 2.0832
C 2.4067 2.3539 -0.6999
C -1.4946 -3.3976 -1.7761
C -0.4002 -4.8971 -0.0322
C -0.8305 -3.4729 -0.4008
C -2.7165 2.5794 1.4309
C -2.4678 -1.1626 1.9072
C 2.3751 2.1816 2.5433
C -3.1831 -1.5957 0.7779
C 0.3020 5.0396 -0.6784
C 1.4391 3.1661 1.8402
C -0.4090 3.0827 -2.1051
C -2.1085 -2.1266 3.0130
C 1.9266 -1.2454 1.9144
C 2.2272 -3.2673 -3.7926
C -3.4216 1.5997 -1.2578
C -2.5575 1.1202 1.0833
C 1.6475 -3.3639 -2.5427
H 2.3185 -4.4089 0.4765
H -0.7237 2.0342 -2.1393
H -5.0822 -0.5746 -1.5948
H 5.3043 4.0335 -1.2684
H 2.6144 -0.6897 1.2718
H 0.2967 -5.3318 -0.7462
H -1.7618 -2.3749 -2.0470
H -1.8484 -3.1152 2.6331
H 1.3427 -4.3325 -2.1746
H -4.3929 -2.1836 -1.5382
H -2.4059 -3.9942 -1.7689
H -4.4724 1.8846 -1.1505
H 0.7491 -3.0364 1.9259
H 3.1308 -3.7513 1.8959
H -0.1862 2.9447 3.2609
H -0.8495 -3.7968 -2.5561
H -1.9032 1.7399 3.5770
H -3.3155 1.1532 -2.2440
H 2.0333 4.0060 1.4670
H 2.4419 -1.4569 2.8522
H 1.2774 5.0958 -1.1628
H -1.1930 3.5830 -0.1540
H -2.2127 0.1546 4.2402
H -1.1728 3.6648 -2.6208
H 2.6827 0.0890 -3.9184
H -1.2615 -1.7687 3.5948
H 4.2504 0.0402 -2.3559
H -3.5882 -0.9171 -2.4424
H 1.0676 -0.6067 2.1666
H -2.9398 -2.2718 3.7084
H 3.1173 1.7502 1.8714
H -2.8377 2.5156 -1.2576
H -1.2936 -5.5233 -0.0348
H -3.1617 3.1509 0.6229
H -0.6350 0.5217 3.5689
H 3.3644 -2.9960 0.3148
H 2.9915 -1.9271 -5.2798
H -4.8883 -2.8273 1.1310
H -3.3998 2.6621 2.2790
H 0.9379 4.2449 3.5993
H 5.8746 1.8551 -2.2975
H 2.9082 2.7064 3.3363
H 0.5233 3.1741 -2.6637
H -1.5389 -3.1432 0.3569
H -0.2643 4.4580 2.3344
H -3.3914 -3.6399 1.5052
H -3.8849 -3.4383 -0.1651
H -0.3771 5.6668 -1.2571
H 0.3759 5.4647 0.3223
H 3.1323 4.3225 -0.1871
H 2.3872 -4.1540 -4.3898
H 0.0388 -4.9616 0.9632
H -1.7949 3.0677 1.7311
H 1.8042 1.3794 3.0136
*
```

Computed properties:
* lowest unoccupied orbital energy: -6.82 eV
* orbital gap: 6.39 eV
* HOMO: -0.48531 Ha